33
Properties=species:S:1:pos:R:3:lowdin_charge:R:1 method="wB97M-V/def2-TZVPD" gap_ev="3.693 / 4.976" s2=3.750 spin_multiplicity=4 charge=-2
Ti -11.8096 -26.8037 -0.1509 1.00
C -19.2425 -25.0143 0.3929 -0.60
F -20.3194 -24.6532 1.1430 0.09
F -19.6242 -25.5647 -0.7757 0.10
F -18.4472 -23.9253 0.2309 0.09
S -18.1591 -26.2687 1.4117 0.48
O -17.8699 -25.6495 2.7135 -0.37
O -18.8101 -27.5888 1.7041 -0.40
O -16.9119 -26.5307 0.7125 -0.39
C -11.6044 -31.7724 5.8726 -0.61
F -10.4718 -31.0247 6.0445 0.07
F -11.3548 -32.8448 5.0866 0.10
F -12.1381 -31.9118 7.0933 0.11
S -12.8092 -30.6419 4.8601 0.52
O -12.1852 -30.3354 3.5560 -0.41
O -14.0822 -31.3683 4.8241 -0.37
O -12.9399 -29.3120 5.5999 -0.41
C -10.6946 -19.7416 1.8844 -0.65
F -10.8392 -18.7753 2.7742 0.12
F -11.0902 -19.3151 0.6507 0.08
F -9.4005 -20.1561 1.8098 0.10
S -11.8333 -21.1113 2.4418 0.48
O -13.1933 -20.7328 2.9532 -0.37
O -11.8197 -22.0173 1.2715 -0.40
O -11.2349 -21.7817 3.5849 -0.37
Br -4.6183 -29.0585 3.9983 0.58
C -4.9986 -29.6059 2.1463 -0.68
C -5.1878 -28.3396 1.3680 -0.75
Br -6.6940 -27.3403 2.0522 0.61
H -5.8548 -30.2803 2.1296 0.06
H -4.1189 -30.1286 1.7709 0.06
H -5.3623 -28.5357 0.3100 0.06
H -4.2560 -27.7848 1.4767 0.05



13
Properties=species:S:1:pos:R:3:lowdin_charge:R:1 method="wB97M-V/def2-TZVPD" gap_ev=9.621
C -1.0497 -1.2179 -2.1602 0.03
C -0.9243 -1.1845 -0.8180 -0.17
C 0.3418 -0.6377 -0.1088 -0.75
Br 1.4139 -1.9361 0.6854 0.76
C 0.6458 0.6299 -0.0286 -0.86
F -0.0275 1.5518 -0.6322 0.04
Br 2.2685 1.3879 0.6349 0.79
H -0.2140 -1.0565 -2.8161 0.06
H -1.9444 -1.4626 -2.7077 0.06
H -1.8295 -1.2968 -0.3232 0.07
C 0.4441 1.7688 2.7860 -0.15
N -0.0306 0.7495 2.5542 0.07
H 0.9058 2.7041 2.9342 0.04



15
Properties=species:S:1:pos:R:3:lowdin_charge:R:1 method="wB97M-V/def2-TZVPD" gap_ev=8.319
C 0.1020 0.1590 -1.3803 -0.04
N -0.8695 0.2462 -0.5889 0.03
C -0.8663 -0.2655 0.6521 -0.16
C 0.0958 -0.0560 1.5847 -0.13
N 1.3029 0.5353 1.3185 0.09
C 2.1472 0.1999 0.4753 -0.57
Br 2.5577 -1.6651 -0.0042 0.78
C 3.1696 1.1558 -0.0865 -0.62
F 3.6323 1.8500 1.0522 0.08
F 4.1772 0.5098 -0.6474 0.10
F 2.7720 2.0956 -0.9311 0.17
H 0.1192 0.9057 -2.0671 0.05
H 0.9232 -0.5289 -1.5231 0.02
H -1.8927 -0.5951 0.8612 0.12
H 0.0601 -0.1492 2.5931 0.08



16
Properties=species:S:1:pos:R:3:lowdin_charge:R:1 method="wB97M-V/def2-TZVPD" gap_ev=8.666 smiles="FC(F)(F)[C@H]1C=NC=[NH+]C1(Cl)Cl" charge=+1
F 3.3001 0.2653 -0.3926 0.14
C 2.2641 -0.5462 -0.2715 -0.66
F 2.0688 -0.6667 1.0840 0.12
F 2.6198 -1.6598 -0.8311 0.22
C 1.0745 0.0909 -0.9803 -0.06
C -0.2179 -0.6828 -1.0489 0.00
N -0.7649 -1.0634 0.0376 0.20
C -0.5324 -0.4761 1.1562 -0.04
N -0.2534 0.8494 1.1100 0.03
C 0.3943 1.5428 0.0367 -1.06
Cl -0.6609 2.3479 -1.1107 0.74
Cl 1.7386 2.5224 0.6833 0.75
H 1.5006 0.3590 -1.9925 0.18
H -0.6347 -0.9689 -1.9357 0.12
H -0.7503 -0.8615 2.0775 0.14
H -0.2690 1.3948 1.9862 0.17



12
Properties=species:S:1:pos:R:3:lowdin_charge:R:1 method="wB97M-V/def2-TZVPD" gap_ev=9.263 smiles="C#CCSC=C(Cl)Cl"
C -2.2820 1.3588 -0.5949 0.11
C -1.8795 0.3364 -0.1164 -0.22
C -1.3424 -0.8849 0.4834 -0.49
S 0.2080 -1.4717 -0.2578 0.89
C 1.1829 -0.0360 -0.0748 -0.56
C 2.5171 -0.0208 -0.0970 -1.24
Cl 3.4701 -1.4405 -0.2885 0.62
Cl 3.4115 1.4545 0.0300 0.61
H -2.6589 2.2646 -1.0490 0.04
H -2.0269 -1.7094 0.3567 0.07
H -1.2376 -0.7409 1.5610 0.09
H 0.6377 0.8898 0.0473 0.07



11
Properties=species:S:1:pos:R:3:lowdin_charge:R:1 method="wB97M-V/def2-TZVPD" gap_ev=9.533 smiles="C#C/C=C(/Cl)CF"
C 2.4804 -0.8337 -0.0274 0.13
C 1.2688 -1.0105 0.0250 -0.14
C -0.1559 -1.1519 -0.0524 -0.14
C -1.1009 -0.1703 0.0011 -0.66
Cl -2.7759 -0.5168 -0.0584 0.71
C -0.8313 1.3263 0.0680 -0.20
F 0.5191 1.6690 -0.1417 -0.05
H 3.5134 -0.5939 -0.1184 0.03
H -0.4324 -2.2259 -0.0605 0.12
H -1.0550 1.7660 1.0509 0.13
H -1.4303 1.7418 -0.6862 0.09



12
Properties=species:S:1:pos:R:3:lowdin_charge:R:1 method="wB97M-V/def2-TZVPD" gap_ev=8.661
C 1.7758 0.8629 0.8314 -0.55
C 0.5283 0.6042 0.2592 -0.26
C -1.7359 -0.1895 0.0999 -0.08
C -0.8586 -0.7447 -1.0464 0.03
C 0.3692 -0.1852 -0.8757 -0.30
H 2.5012 0.9323 0.0819 0.05
H -2.4725 0.4034 -0.0996 0.05
H -1.8951 -1.1085 0.7859 0.16
H -1.0546 -1.7970 -1.8793 0.22
O -0.7240 0.5366 0.9859 -0.07
F 1.4812 -0.6090 -1.5485 0.06
Cl 2.0850 1.2945 2.4054 0.70



12
Properties=species:S:1:pos:R:3:lowdin_charge:R:1 method="wB97M-V/def2-TZVPD" gap_ev=10.188 smiles=F[C@@H](Cl)c1ccoc1
F 1.8001 -1.1041 -0.4386 -0.03
C 1.0932 0.0419 -0.6186 -0.66
Cl 0.3128 -0.0536 -2.2410 0.63
C 0.0503 0.2154 0.4260 -0.25
C -1.0219 1.1756 0.5386 -0.03
C -1.7184 0.8637 1.6582 -0.13
O -1.1947 -0.2235 2.2362 0.00
C -0.1215 -0.6255 1.4879 -0.04
H 1.7932 0.8601 -0.6255 0.11
H -1.2891 1.9745 -0.1800 0.12
H -2.5406 1.3197 2.2064 0.13
H 0.3854 -1.5450 1.8022 0.14



16
Properties=species:S:1:pos:R:3:lowdin_charge:R:1 method="wB97M-V/def2-TZVPD" gap_ev=7.757
C -2.2693 0.5904 -0.9979 -0.17
C -0.9552 0.2562 -0.9475 -0.05
C -1.9833 0.1405 0.9891 -0.13
C 2.5317 0.6313 -0.7226 -0.74
C 0.2985 -0.6923 0.9909 -0.03
N -2.8724 0.5517 0.1477 0.07
N -0.7457 -0.0787 0.3362 -0.01
N 1.3763 -1.0803 0.5450 -0.13
O 1.9206 1.7600 -0.4180 -0.04
O 2.2440 -1.8033 0.9715 0.06
O 1.6634 -0.5620 -1.0882 -0.09
Cl 4.1396 0.3196 -0.2409 0.79
H -2.8709 0.8435 -1.8184 0.10
H -0.1656 0.4529 -1.6074 0.10
H -2.2823 -0.1821 2.0188 0.14
H -0.0294 -1.1475 1.8415 0.14



12
Properties=species:S:1:pos:R:3:lowdin_charge:R:1 method="wB97M-V/def2-TZVPD" gap_ev="7.654 / 7.281" smiles="O=C([O-])C(Cl)=C1CC1" charge=-1
O -2.3009 0.4868 -1.8650 -0.10
C -1.5441 -0.5268 -1.7091 -0.78
O -1.7263 -1.7759 -1.6822 -0.08
C -0.0987 -0.0315 -1.3907 -0.49
Cl 0.6716 1.1521 -2.3207 0.60
C 0.0443 0.3471 0.3218 -0.15
C 1.1946 0.6905 1.1580 -0.17
C 0.2269 -0.4355 1.5605 -0.14
H 2.2112 0.3869 0.6618 0.13
H 1.1771 1.5424 1.6384 0.02
H -0.4150 -0.2963 2.2837 0.02
H 0.5592 -1.5398 1.3436 0.14



For reference, relative energy (zero: lowest compared OMol25 entry of this formula, charge and spin) by record: 175.13 12.18 55.58 0.00 44.09 42.35 72.00 1.90 64.55 91.46 kcal/mol.
For reference, energy by record: -243835.4550 -149539.1906 -86421.9949 -41418.1759 -41127.3851 -20486.8730 -22533.3658 -22536.4056 -28378.4084 -21863.3800 eV.